No. 1
The following is a DFT calculation (wB97M-V/def2-TZVPD) of a structure of composition C38H31Cl2N7O3Ti.

CARTESIAN COORDINATES (ANGSTROEM)
H -1.8815 3.4732 0.2343
H 1.9285 0.7154 -0.7827
C -1.1738 -0.1581 -0.3640
N 0.0565 0.2581 -0.0412
H -2.3128 0.7722 5.5172
C -0.9817 -0.5177 -6.4989
O -2.1983 0.7245 2.3398
N 1.7657 0.0618 -3.2349
H 2.5250 0.8986 4.7110
C -2.3377 3.6945 2.8843
C 1.3121 2.8035 2.2948
N 0.9932 -2.4850 0.0310
H -1.7231 2.8989 -4.9044
C -3.8288 1.9649 -6.3505
C -1.1643 -2.9507 3.6576
H 2.6444 0.2481 -2.7614
N 1.1806 -0.5945 -5.4681
H -4.3951 1.9726 -5.4187
H 3.8334 -3.3298 -2.4297
H -3.7170 2.9963 -6.6807
H -0.2528 -3.5680 -1.1579
H -1.9131 -0.1819 0.4257
Ti 0.8202 0.3198 1.9236
H 1.5149 -4.1468 -2.8341
H -2.1765 3.9588 3.9264
N -0.6880 -0.9831 2.3012
C -0.9880 3.2857 0.8102
O 2.5823 0.1512 1.2295
C 3.2947 -2.3269 -0.6158
C -0.6765 0.4802 4.1777
C 0.6449 -4.4504 4.2235
C 1.4638 0.9013 4.9358
C -1.2424 0.8224 5.3920
Cl 1.2097 -5.8947 4.9663
C -0.2708 -2.1030 3.0179
H 2.2403 2.7611 2.8618
C 1.7506 -3.5578 -1.9615
C -0.0349 0.0854 -5.6764
H -2.5138 -0.8713 -1.8652
C 0.7114 -0.0610 -2.3568
H -4.4000 1.4202 -7.0987
C -0.5657 -0.5391 -2.6632
H -0.7605 -1.4676 -6.9635
C 3.0387 -3.0992 -1.7394
H -0.8221 -0.8768 -3.6527
C 0.9466 0.3313 -1.0331
C -2.1973 0.0977 -6.7167
H 1.6606 1.5216 6.9754
C -0.3010 1.3321 -5.1186
C 0.9800 1.2400 6.1868
C -0.7093 -4.1200 4.2551
Cl -1.8369 -5.1464 5.0507
C 1.1043 -2.4214 3.0311
H -2.9883 2.8215 2.8348
H 1.5213 -1.1243 -6.2631
N 1.8912 -1.3568 2.6019
C 0.2086 3.0334 0.1650
C 1.3650 2.7705 0.9005
O 3.1854 -1.0499 -4.5683
H 4.2863 -1.9633 -0.4018
H -2.8402 4.5173 2.3821
N 0.6479 0.5639 3.9317
H 2.3238 2.6583 0.4043
C 2.2330 -2.0324 0.2294
C -1.0509 3.3633 2.2044
C -2.4947 1.3237 -6.1336
H -2.2121 -2.6986 3.6936
C 0.1143 3.1494 2.9312
H -0.7895 1.5054 7.3803
C 0.7683 -3.2337 -1.0357
H 2.6108 -3.8039 3.6881
C 1.5570 -3.5839 3.6294
C -1.5250 1.9328 -5.3442
H 0.2593 3.0854 -0.9142
C 2.0783 -0.5695 -4.4615
H 0.1065 3.2930 4.0065
C 2.3175 -1.1058 1.3918
C -1.5080 -0.5486 -1.6522
C -0.3935 1.2215 6.4182
H 0.4545 1.8294 -4.5301
H -2.9281 -0.3815 -7.3485
C -1.3373 0.0461 2.8898

Its expectation value of S² is 0.76. The calculation puts the strongest force on any atom at 2.57 eV Å⁻¹. For the LUMO energy (spin up / spin down), the calculation gives -3.34 / -3.47 eV. Its charge is +1. Its spin multiplicity is 2. Its HOMO-LUMO gap (spin up / spin down) is 0.2489 / 0.2571 Eh. The energy above the lowest of the compared OMol25 structures with the same formula, charge and spin comes out at 220.9 kJ/mol. The value obtained for the HOMO energy (spin up / spin down) is -10.11 / -10.46 eV.

***

No. 2
The following is a DFT calculation (wB97M-V/def2-TZVPD) of a structure of composition C38H31CoN4O4P2.

CARTESIAN COORDINATES (ANGSTROEM)
H 0.1812 -2.9448 2.2916
C -3.8581 -2.4086 -0.8831
O 0.5334 1.9793 -2.0877
H 2.2171 6.8608 0.4293
H -1.3438 -3.4129 1.5192
C 3.3161 6.0745 -1.2274
H 1.3140 1.5462 5.4169
C -0.4235 -2.9712 -3.4988
C 1.7067 -1.3796 -0.0417
H -5.1597 3.0018 1.2819
H 4.0327 6.8808 -1.2761
H -5.2453 -3.6991 -1.8813
O -0.1871 2.6206 -0.1409
C -2.3969 0.7852 2.8159
C 1.6518 -2.7488 -0.2725
H 3.0048 -1.6815 2.0742
H 3.3210 0.1843 5.9029
H -2.6567 1.9558 4.5910
H -3.7383 -1.9118 2.4683
O 5.1380 6.0342 -3.2456
N 4.4935 5.0168 -3.1133
C 2.6794 -0.6171 -0.6886
C 1.4779 -0.2339 2.5391
H -3.4169 -2.0603 -1.8082
C -0.7045 -2.0304 -2.5274
H 4.2172 -3.0482 -2.4612
H -4.1416 1.2155 -0.0671
H -0.7395 -3.9967 -3.3795
H 2.6059 3.1719 -2.8474
C 1.6739 0.8297 4.6909
H -6.3002 -4.4749 0.2116
H -5.5444 -3.5777 2.3829
C 0.5593 2.8204 -1.1348
C -5.4918 -3.7576 0.2462
C 1.5003 3.9658 -1.1760
H 0.1526 1.3060 3.2554
C 2.3006 6.0535 -0.2834
C -2.9763 1.7952 3.5705
Co -0.5412 0.6874 -0.9423
H 4.1661 -1.4148 4.2189
C -4.8972 -3.3269 -0.9281
C -4.3854 2.3806 1.7105
H 2.7299 0.4538 -0.5176
C -5.0655 -3.2557 1.4685
H 1.2406 -0.8749 -5.5729
C 0.2945 -2.5632 -4.6199
C 3.2794 -0.8303 4.0161
C -3.8102 1.3765 0.9536
P -2.0762 -0.6837 0.4294
C -0.8432 -2.6338 2.0933
C 1.0152 0.6828 3.4818
N 0.9218 -4.2743 -6.4385
C 3.5159 -2.5796 -1.7846
H -1.3509 -2.5280 3.0535
H 0.6196 0.6751 -3.7422
H 4.3315 -0.6114 -2.0452
C -3.9661 2.5926 3.0182
C 2.5123 3.9698 -2.1277
N -0.8239 -1.3717 1.3555
H -1.2368 -2.3241 -1.6316
C -2.8125 0.5753 1.5064
H 2.5057 -4.4105 -1.3221
C 2.6219 -0.9827 2.8056
C 0.6421 -3.5050 -5.6351
C 3.4065 5.0244 -2.1269
C 2.8044 0.0684 4.9600
H 0.6118 4.9669 0.4879
O 4.6782 3.9818 -3.7236
H -1.6323 0.1435 3.2508
C 0.3403 -0.3656 -3.7000
P 0.5466 -0.4300 1.0076
N -0.3448 -0.7486 -2.6163
C 3.5820 -1.2128 -1.5510
C 2.5530 -3.3439 -1.1450
C 0.6821 -1.2322 -4.7205
H 0.9024 -3.3587 0.2167
C -4.0407 -2.3295 1.5162
C 1.4005 5.0009 -0.2500
C -3.4145 -1.9111 0.3383
H -4.4158 3.3802 3.6068

Its expectation value of S² is 3.76. The calculation puts the strongest force on any atom at 0.90 eV Å⁻¹. For the LUMO energy (spin up / spin down), the calculation gives -3.22 / -3.40 eV. Its charge is +1. Its spin multiplicity is 4. Its HOMO-LUMO gap (spin up / spin down) is 0.2928 / 0.3013 Eh. The energy above the lowest of the compared OMol25 structures with the same formula, charge and spin comes out at 45.8 kJ/mol. The value obtained for the HOMO energy (spin up / spin down) is -11.19 / -11.60 eV.

***

No. 3
The following is a DFT calculation (wB97M-V/def2-TZVPD) of a structure of composition C38H31F10KN10O.

CARTESIAN COORDINATES (ANGSTROEM)
K 1.3822 -0.5532 0.2685
N 2.9523 -3.3196 1.2496
C -4.9431 -3.3964 0.9583
C -0.5219 -0.2034 -2.8911
C 2.6103 2.2574 3.9295
H 2.9244 4.2865 4.5222
F -2.7505 2.7752 -6.0420
N 0.5571 -0.0782 -2.1362
H -2.7351 1.7201 -1.0230
N -1.6949 -0.5838 -2.3635
H 4.5310 -3.8076 2.9944
C -1.2727 -0.2118 -5.2669
C 3.3905 -2.0119 3.0310
C 2.5604 -3.3698 -0.1179
N -1.4932 2.4625 1.5106
C -4.1921 -2.2400 1.0435
N -1.2391 3.1417 -1.4395
F -4.8668 -1.1451 1.4914
C 4.2808 -2.9374 3.5872
H -3.5239 2.7237 1.0327
N -1.9773 -1.1292 0.6815
C 1.7615 1.1441 3.9457
H -1.7110 -0.7087 -1.3450
H -0.7596 2.5001 5.7790
H 3.3623 -2.0445 -2.9575
C -0.5544 3.4869 -5.5939
H -0.7153 0.9039 0.3284
F -5.1575 -5.7097 0.3955
F -6.2323 -3.3693 1.3514
C -4.4190 -4.5746 0.4658
C 1.7057 -4.4082 -0.4877
C -1.2298 1.0516 1.2898
N 2.8618 -2.1769 1.7623
C -2.3449 -3.4049 0.1505
C -2.0516 2.8774 -3.7971
H 1.8494 -3.8289 -3.8132
H 0.7258 -5.3403 -2.1415
C -0.2494 3.2191 1.4604
C 0.5516 1.2575 4.6392
C -2.5401 3.0449 0.6685
N 3.1301 -2.5444 -0.9868
C 4.8474 -2.7326 4.8207
F -2.5326 -5.6756 -0.4324
H 4.9214 -1.3851 6.5037
C -3.0920 -4.5490 0.0562
H -1.0607 0.4751 -6.0863
C 2.8736 -2.7369 -2.2813
N 2.0562 -0.0207 3.2315
H 3.5448 2.1852 3.3852
C 1.0974 0.2266 -4.4092
F 1.6315 4.1622 -5.0193
C -1.1255 3.1866 -2.7380
H 0.4336 2.8466 2.2251
C 0.1455 3.5991 -3.2884
C 2.2557 3.4341 4.5688
H 1.2656 -5.0340 0.2758
H -2.9430 0.0955 2.1992
F -3.2843 2.3406 -3.5263
F -1.0649 -3.4689 -0.2741
C 2.0296 -3.7265 -2.7511
C 1.0470 3.5343 5.2475
N -0.3198 -0.0008 -4.2120
C -2.8161 -2.1513 0.6584
C 1.4190 -4.5707 -1.8258
C -2.4439 0.1391 1.2218
F -0.2976 3.6741 -6.9162
F 1.1396 3.8803 -2.4283
H -3.1819 0.5778 0.5436
H -2.5013 4.1266 0.8281
H -2.5565 -0.3058 -2.8007
H 0.7638 4.4638 5.7265
H -3.3640 3.3284 -1.2642
H -2.2801 0.0167 -4.9209
H 5.5602 -3.4330 5.2364
C 4.4899 -1.5632 5.5227
H -0.4497 4.2713 1.6792
C -1.7843 3.0566 -5.1404
O 2.7506 0.4240 -2.6128
C 1.6033 0.2205 -2.9601
C 0.1989 2.4359 5.2774
H -0.1177 0.4060 4.6405
C 3.6165 -0.6441 5.0183
H 3.3607 0.2274 5.6055
C -2.5039 2.7776 -0.8479
C 0.4084 3.7530 -4.6205
H 0.2328 3.1700 0.4768
H -0.5422 0.6775 2.0564
H 1.3074 1.1774 -4.8997
C 2.9855 -0.8156 3.7280
H 1.5669 -0.5889 -4.9702
H -1.2526 -1.2422 -5.6417

The calculation puts the strongest force on any atom at 0.71 eV Å⁻¹. For the LUMO energy, the calculation gives 3.77 eV. Its charge is -2. Its HOMO-LUMO gap is 0.2038 Eh. The energy above the lowest of the compared OMol25 structures with the same formula, charge and spin comes out at 126.4 kJ/mol. The value obtained for the HOMO energy is -1.77 eV.

***

> Which value of strongest force on any atom does entry 2 give?

0.90 eV Å⁻¹

***

> Which of these has the lowest energy above the lowest of the compared OMol25 structures with the same formula, charge and spin?

C38H31CoN4O4P2

***

> What is the formula in the first record?

C38H31Cl2N7O3Ti